No. 1
{"formula": "C16H26F3O9V", "method": "ωB97M-V/def2-TZVPD", "symbols": ["O", "V", "F", "F", "F", "O", "C", "O", "C", "C", "C", "H", "H", "H", "H", "H", "H", "H", "H", "O", "C", "O", "C", "C", "C", "H", "H", "H", "H", "H", "H", "O", "C", "O", "C", "C", "C", "H", "H", "H", "H", "H", "H", "O", "C", "O", "C", "C", "C", "H", "H", "H", "H", "H", "H"], "coordinates": [[0.237, -2.080, -1.040], [1.736, -1.573, -1.133], [2.649, -3.605, -1.086], [1.781, -0.966, 0.948], [2.029, -2.050, -3.174], [-2.402, 0.097, -0.620], [-3.447, 0.128, -1.202], [-4.034, -0.975, -1.704], [-3.451, -2.244, -1.406], [-4.135, -3.292, -2.266], [-4.289, 1.335, -1.440], [-3.642, -2.484, -0.359], [-2.385, -2.294, -1.628], [-3.981, -3.163, -3.335], [-5.221, -3.322, -2.126], [-3.835, -4.261, -1.862], [-4.312, 1.708, -2.462], [-3.924, 2.174, -0.846], [-5.303, 1.153, -1.084], [-1.144, -0.024, 5.122], [-1.528, -0.653, 4.180], [-2.864, -0.847, 3.948], [-3.096, -1.537, 2.715], [-1.721, -2.146, 2.348], [-0.708, -1.310, 3.095], [-3.379, -0.771, 1.989], [-3.866, -2.284, 2.891], [-1.575, -2.101, 1.270], [-1.706, -3.162, 2.739], [-0.208, -0.549, 2.497], [0.018, -1.969, 3.566], [1.063, 0.548, -1.664], [0.636, 1.568, -1.203], [-0.232, 2.314, -1.915], [-0.678, 3.425, -1.127], [-0.390, 3.003, 0.320], [0.798, 2.069, 0.168], [-1.726, 3.595, -1.363], [-0.054, 4.290, -1.367], [-1.241, 2.475, 0.755], [-0.291, 3.917, 0.907], [0.815, 1.268, 0.906], [1.732, 2.631, 0.253], [3.662, -0.465, -1.173], [4.506, 0.282, -0.783], [4.170, 1.240, 0.104], [5.328, 1.925, 0.605], [6.532, 1.193, 0.022], [5.977, 0.341, -1.129], [5.222, 1.903, 1.687], [5.219, 2.931, 0.188], [6.854, 0.548, 0.840], [7.321, 1.870, -0.295], [6.404, -0.655, -1.189], [6.079, 0.852, -2.087]], "homo_lumo_gap_ev": [7.5291, 7.6118], "lumo_energy_ev": [2.34, 2.34], "homo_energy_ha": [-0.1909, -0.1939], "multiplicity": 2, "charge": -1}

No. 2
{"formula": "C16H26N10O2TeZr", "method": "ωB97M-V/def2-TZVPD", "symbols": ["Zr", "C", "C", "N", "C", "C", "N", "C", "C", "N", "C", "C", "N", "C", "C", "C", "C", "C", "C", "C", "N", "H", "H", "H", "H", "H", "H", "H", "H", "H", "H", "H", "H", "H", "H", "H", "H", "H", "H", "H", "H", "H", "H", "H", "O", "O", "N", "N", "N", "C", "N", "N", "H", "H", "H", "Te"], "coordinates": [[-0.689, -0.270, 0.094], [1.125, -0.596, 4.232], [0.863, -0.549, 2.766], [-0.313, -0.317, 2.268], [-1.523, -0.108, 3.079], [-2.770, -0.332, 2.204], [-2.673, 0.499, 0.967], [-3.744, 0.380, -0.077], [-3.541, -0.808, -1.014], [-2.152, -0.877, -1.548], [-1.781, -0.402, -2.916], [-0.425, 0.347, -2.916], [0.411, -0.043, -1.769], [1.619, -0.487, -1.843], [2.330, -1.991, -3.490], [2.273, -0.811, -0.563], [3.613, -1.081, -0.386], [4.094, -1.274, 0.908], [3.237, -1.087, 1.984], [1.898, -0.796, 1.756], [1.406, -0.802, 0.485], [0.623, -1.466, 4.664], [0.725, 0.291, 4.724], [2.182, -0.674, 4.465], [-1.517, 0.911, 3.480], [-1.570, -0.793, 3.927], [-3.668, -0.100, 2.780], [-2.817, -1.382, 1.908], [-2.640, 1.474, 1.253], [-3.691, 1.306, -0.655], [-4.734, 0.344, 0.381], [-4.282, -0.776, -1.814], [-3.703, -1.740, -0.469], [-1.874, -1.862, -1.501], [-2.557, 0.254, -3.310], [-1.717, -1.270, -3.571], [-0.617, 1.416, -2.792], [0.097, 0.209, -3.860], [2.872, -1.895, -4.427], [0.902, -3.302, -3.291], [2.873, -2.613, -2.776], [4.277, -1.101, -1.239], [5.136, -1.506, 1.076], [3.622, -1.147, 2.992], [2.268, -0.629, -2.992], [1.025, -2.425, -3.673], [0.527, 4.971, -1.108], [0.536, 3.867, -0.295], [1.435, 3.703, 0.652], [1.138, 2.494, 1.094], [0.094, 1.974, 0.435], [-0.267, 2.873, -0.475], [1.118, 5.678, -0.686], [-0.425, 5.283, -1.256], [1.669, 2.007, 1.893], [-0.297, -2.969, 0.246]], "homo_lumo_gap_ev": [5.6861, 5.6717], "lumo_energy_ev": [-6.73, -6.73], "homo_energy_ha": [-0.4563, -0.4557], "charge": 2}